The following is a DFT calculation (ωB97M-V/def2-TZVPD) of a 12-piece molecular cluster, C28H74O26S3 overall.

Computed properties:
E_tot: -4261.59825 a.u.
highest occupied orbital energy: -9.99 eV

CARTESIAN COORDINATES (ANGSTROEM)
1 O -0.974215 1.284091 0.570212
2 S -0.299105 0.087931 -0.013098
3 O -0.960945 -0.843929 -0.947138
4 C 1.356615 0.637031 -0.741488
5 C 2.477995 0.276181 0.278932
6 C 1.899195 -0.029899 1.621512
7 C 0.567725 -0.840309 1.350992
8 H 1.335665 1.618721 -1.214708
9 H 1.444745 -0.013359 -1.611728
10 H 3.128315 -0.539949 -0.035888
11 H 3.257095 1.038401 0.267102
12 H 1.584005 0.904911 2.085072
13 H 2.527315 -0.645209 2.265682
14 H -0.293625 -0.881249 2.017702
15 H 0.689275 -1.819309 0.887432
16 O -9.482185 -3.396659 -1.000798
17 S -8.245275 -2.920429 -1.652528
18 O -8.236095 -2.950789 -3.119648
19 C -7.563065 -1.386319 -0.992258
20 C -6.020635 -1.722449 -0.629778
21 C -5.626675 -3.089289 -1.142178
22 C -6.918565 -3.973379 -1.114858
23 H -8.166125 -1.023459 -0.159938
24 H -7.686305 -0.672979 -1.807158
25 H -5.502315 -0.832999 -0.988008
26 H -5.901085 -1.701739 0.453452
27 H -4.892025 -3.586789 -0.509018
28 H -5.202135 -3.053519 -2.145458
29 H -7.224145 -4.294409 -0.119038
30 H -6.891565 -4.920619 -1.653478
31 O 4.733315 -0.300669 -7.560768
32 S 4.938745 0.813171 -6.623858
33 O 4.725945 0.523981 -5.192218
34 O 6.496435 1.430831 -6.857818
35 C 6.547985 2.811121 -6.399238
36 C 5.100485 3.350261 -6.528878
37 O 4.479265 2.337191 -7.174458
38 H 6.844045 2.740131 -5.352618
39 H 7.292015 3.402341 -6.933068
40 H 5.037065 4.310971 -7.039868
41 H 4.538065 3.484271 -5.604848
42 O -0.942745 -6.769329 2.981502
43 C -2.050815 -7.446439 3.589542
44 C -3.038485 -6.357339 3.937342
45 O -3.630835 -5.625759 2.821902
46 H -1.345035 -6.183079 2.336472
47 H -2.400165 -8.222269 2.908242
48 H -1.793535 -7.941939 4.525692
49 H -2.603445 -5.634569 4.627602
50 H -3.874675 -6.728219 4.530072
51 H -3.493435 -6.141239 2.023782
52 O -3.682085 5.909751 6.156962
53 C -3.811585 4.681841 5.576832
54 C -2.715625 4.277591 4.513262
55 O -3.014735 4.830561 3.234022
56 H -4.506315 6.350021 5.936982
57 H -3.906095 3.888031 6.317802
58 H -4.776335 4.715641 5.070662
59 H -2.488145 3.223951 4.351522
60 H -1.795245 4.817891 4.734812
61 H -2.524345 4.410141 2.523832
62 O 7.044155 -4.227389 0.972682
63 C 6.441405 -4.989659 1.984722
64 C 7.600415 -5.519539 2.889002
65 O 8.513355 -6.384589 2.391692
66 H 6.411015 -3.584049 0.645822
67 H 5.780855 -4.371249 2.592442
68 H 5.795235 -5.693559 1.460202
69 H 7.235745 -5.791199 3.879612
70 H 8.268715 -4.671899 3.040692
71 H 8.792605 -6.113239 1.514202
72 O 2.726685 -4.324849 -2.372558
73 C 3.779665 -4.343939 -3.357978
74 C 3.110785 -4.239299 -4.727378
75 O 2.522945 -5.415429 -5.058898
76 H 2.156635 -5.074989 -2.556788
77 H 4.313735 -3.422519 -3.125928
78 H 4.609445 -5.041049 -3.241368
79 H 3.867575 -4.072339 -5.493848
80 H 2.386335 -3.425099 -4.708318
81 H 1.882055 -5.136239 -5.716858
82 O -2.244395 8.506591 -2.391278
83 C -2.482435 7.710811 -1.252698
84 C -2.417775 6.252801 -1.577698
85 O -3.709275 5.699041 -1.893738
86 H -3.099975 8.801291 -2.711808
87 H -1.709705 8.018211 -0.548078
88 H -3.444045 7.982171 -0.817078
89 H -1.921445 5.662091 -0.807738
90 H -1.647495 6.090871 -2.331718
91 H -3.510785 4.899811 -2.387148
92 O 3.916045 7.248881 -2.369278
93 C 3.355715 6.067111 -1.898958
94 C 2.830295 6.241571 -0.446458
95 O 2.072615 5.178911 0.131902
96 H 3.174935 7.792911 -2.645668
97 H 2.583255 5.700951 -2.575218
98 H 4.178855 5.352891 -1.877838
99 H 2.182975 7.117481 -0.489588
100 H 3.606915 6.588221 0.235302
101 H 2.164795 5.219441 1.086602
102 O -5.063915 -0.572139 -5.188578
103 C -4.846135 0.701171 -5.734228
104 C -5.041325 1.741141 -4.675278
105 O -3.789225 1.709561 -3.989958
106 H -5.174995 -1.169179 -5.932088
107 H -3.873975 0.894371 -6.187728
108 H -5.629955 0.967551 -6.443288
109 H -5.717325 1.335151 -3.922758
110 H -5.281655 2.707091 -5.119448
111 H -3.681725 0.770821 -3.820258
112 O -5.372315 -1.258889 7.105982
113 C -5.330905 -1.635309 5.696322
114 C -4.250905 -0.778919 5.038902
115 O -2.954015 -1.060449 5.525132
116 H -4.487085 -1.321359 7.472122
117 H -5.121715 -2.702779 5.626602
118 H -6.251945 -1.336579 5.195782
119 H -4.444395 0.285871 5.168812
120 H -4.206155 -0.793949 3.949932
121 H -2.761825 -0.394399 6.189242
122 O 8.280435 0.821161 3.223992
123 C 6.911995 0.667511 3.286292
124 C 6.582245 -0.184599 4.452232
125 O 7.168795 -1.431349 4.304152
126 H 8.639245 -0.044239 3.433602
127 H 6.485235 1.670121 3.313482
128 H 6.591255 0.286761 2.316622
129 H 5.492345 -0.199629 4.449862
130 H 6.838215 0.395321 5.338942
131 H 6.651715 -2.026839 4.851522

Atomic forces in eV per Å
O 0.80 -2.34 -1.06
S 1.40 1.27 -0.14
O 0.50 1.47 1.48
C -0.37 -1.31 -0.59
C 0.81 0.47 -1.33
C -2.44 -0.65 0.54
C -0.86 0.86 -1.46
H -0.13 0.32 0.88
H -0.05 -0.27 0.05
H -0.71 -0.63 -0.47
H -0.41 0.65 0.53
H 0.21 -0.10 0.45
H 0.14 0.36 0.01
H 0.69 -0.02 0.92
H 0.38 -0.08 0.21
O 1.57 1.30 -0.50
S -1.66 -2.37 -0.90
O 0.19 0.86 1.38
C 0.74 -0.49 -0.07
C -1.87 1.44 0.33
C -0.59 -1.21 -0.40
C 0.68 0.24 0.51
H 0.11 -0.34 0.07
H 0.32 -0.01 -0.02
H 0.60 -0.52 -0.24
H -0.27 0.00 0.05
H 0.12 0.31 0.06
H -0.21 0.01 -0.07
H 0.29 0.41 0.38
H 0.01 0.41 -0.59
O 0.03 3.37 1.68
S 2.87 -0.11 0.04
O -0.04 1.46 -3.06
O -0.66 -0.89 0.46
C -0.03 -0.62 1.31
C 1.02 0.80 1.73
O -3.76 -3.68 -1.76
H 0.07 0.35 0.02
H -0.13 -0.52 -0.37
H -0.07 -0.42 -0.62
H 0.68 0.25 0.59
O 0.31 -0.78 0.33
C 0.06 1.27 -0.29
C -1.76 0.07 0.35
O 0.98 -0.40 0.52
H 0.20 0.23 -0.11
H -0.48 0.01 -0.05
H 0.55 0.13 -0.09
H 0.52 0.16 -0.43
H -0.19 -0.53 -0.12
H -0.21 -0.14 -0.12
O 0.50 1.67 0.63
C -0.27 -2.50 -2.08
C 0.39 1.51 -0.22
O -1.31 0.44 -0.43
H 0.37 0.52 0.27
H 0.34 -0.12 0.25
H -0.01 -0.71 -0.51
H -0.41 -0.24 0.78
H 0.31 -0.41 1.04
H 0.10 -0.20 0.22
O 0.59 0.75 -0.58
C 0.39 -0.52 0.41
C -0.87 2.89 0.24
O 0.65 -3.18 -1.13
H 0.06 -0.02 -0.13
H 0.07 0.11 0.34
H 0.11 -0.81 0.53
H -0.04 -0.64 -0.20
H -0.91 1.25 0.57
H -0.04 0.18 -0.05
O 0.80 -0.71 0.04
C -0.75 1.95 0.26
C 2.60 1.32 0.67
O -1.90 -1.93 -0.44
H -0.12 -0.19 0.00
H -0.12 0.43 -0.42
H -0.68 -1.05 -0.05
H 0.37 0.77 0.01
H 0.13 0.25 0.15
H -0.30 -0.80 -0.19
O -0.29 0.52 -0.67
C 0.07 0.35 0.34
C 0.50 -1.05 0.41
O 0.97 0.52 -0.16
H 0.10 0.03 -0.26
H 0.06 -0.41 0.22
H -0.10 -0.25 0.19
H -0.53 0.09 0.95
H -0.43 0.35 -0.95
H -0.32 -0.24 -0.08
O -0.12 0.77 -0.16
C 0.27 -1.55 1.36
C -0.65 1.20 0.03
O 0.45 -0.34 -0.76
H 0.12 0.41 -0.08
H -0.20 -0.16 0.14
H -0.11 -0.27 -0.13
H -0.36 0.26 -0.16
H 0.54 -0.40 -0.21
H 0.05 0.05 -0.05
O 0.46 -0.29 -0.04
C -1.96 1.44 -1.05
C 1.37 -1.57 0.75
O 0.52 1.22 0.64
H 0.01 -0.30 0.16
H 0.16 -0.45 -0.06
H -0.09 -0.56 -0.73
H -1.05 0.60 -0.44
H 0.16 0.05 0.51
H 0.42 -0.10 0.34
O -0.80 -0.16 -0.92
C 1.17 1.30 0.73
C 0.03 0.46 -0.67
O 0.29 -0.11 0.38
H 0.16 -0.24 -0.18
H -0.10 0.01 -0.30
H -0.33 -0.36 0.50
H -0.45 0.10 0.61
H -0.18 -0.92 -0.19
H 0.24 -0.07 0.02
O 1.74 0.39 -0.03
C -0.01 0.64 -1.13
C -2.03 1.68 -0.21
O 0.11 -0.65 0.30
H 0.43 -0.11 -0.11
H -0.22 0.02 0.56
H -0.52 -0.66 0.00
H -0.39 -0.59 0.22
H 0.55 -0.40 0.39
H 0.31 -0.34 0.00

Here are the Löwdin charges for atoms 1 to 6, given in e: -0.38, 0.74, -0.37, -0.18, -0.24, -0.20